This record from the OMol25 dataset describes a structure of composition C10H18NS. The level of theory is the ωB97M-V functional and the def2-TZVPD basis.

Properties
Charge: +1
Relative energy (zero: lowest compared OMol25 entry of this formula, charge and spin) in eV: 4.0577
Spin multiplicity: 1
Gap between HOMO and LUMO in eV: 6.7

Structure (XYZ):
```
30
C10H18NS the ωB97M-V functional and the def2-TZVPD basis
C 1.949 -1.019 -0.431
C 3.044 -0.885 -1.158
C 0.601 -1.703 -0.387
C 0.643 1.765 0.782
C 1.282 0.502 1.253
C -0.425 1.822 -0.279
C 0.473 -0.612 1.896
C -1.801 1.293 0.110
C -0.176 -1.566 0.918
C -2.389 -0.257 -1.771
N -2.050 -0.061 -0.424
S -1.969 -1.326 0.645
H 3.772 -0.204 -1.060
H 3.179 -1.697 -1.810
H -0.111 -1.348 -1.191
H 0.934 -2.687 -0.512
H 0.017 2.199 1.766
H 1.452 2.499 0.442
H 1.698 0.012 0.293
H 2.293 0.643 1.839
H -0.635 2.859 -0.639
H -0.119 1.316 -1.131
H 1.117 -1.183 2.636
H -0.351 -0.114 2.488
H -2.143 1.311 1.137
H -2.519 2.105 -0.386
H -0.303 -2.572 1.419
H -2.118 -1.319 -2.000
H -3.500 -0.137 -2.014
H -1.844 0.363 -2.436
```